{"formula": "C33H77N2O10", "method": "the ωB97M-V functional and the def2-TZVPD basis", "e_above_lowest_kcal_mol": 0.0, "charge": 1, "e_tot_ev": -58918.193, "homo_energy_ev": -11.401, "orbital_gap_ev": 7.631, "elements": ["C", "C", "C", "C", "C", "C", "O", "O", "C", "C", "C", "C", "C", "N", "N", "C", "C", "C", "C", "C", "C", "H", "H", "H", "H", "H", "H", "H", "H", "H", "H", "H", "H", "H", "H", "H", "H", "H", "H", "H", "H", "H", "H", "H", "H", "H", "H", "H", "H", "H", "C", "C", "O", "H", "H", "H", "H", "H", "H", "C", "C", "O", "H", "H", "H", "H", "H", "H", "C", "C", "O", "H", "H", "H", "H", "H", "H", "C", "C", "O", "H", "H", "H", "H", "H", "H", "C", "C", "O", "H", "H", "H", "H", "H", "H", "C", "C", "O", "H", "H", "H", "H", "H", "H", "C", "C", "O", "H", "H", "H", "H", "H", "H", "C", "C", "O", "H", "H", "H", "H", "H", "H"], "positions_angstrom": [[2.835891, -0.033266, -0.443108], [3.209769, 1.453698, -0.551102], [2.036770, 2.454649, -0.452549], [0.763526, 1.973393, -1.088190], [0.683691, 1.837258, -2.474394], [1.810718, 2.274256, -3.371643], [2.577519, 1.524268, -3.901769], [1.851125, 3.599766, -3.605926], [-0.456906, 1.351592, -3.111717], [-1.544262, 0.997590, -2.358906], [-2.814868, 0.434800, -2.900053], [-3.163888, -0.953481, -2.303637], [-4.496591, -0.955080, -1.549122], [-4.624575, -2.186244, -0.776054], [-1.446300, 1.187110, -1.022237], [-0.372272, 1.667214, -0.354466], [-0.597014, 1.875003, 1.118850], [0.349773, 1.062435, 2.016087], [-0.577091, 3.400142, 1.425859], [-1.766861, 3.882752, 2.262925], [-2.110336, 3.007570, 3.465962], [1.829462, -0.230104, -0.070419], [2.972064, -0.560430, -1.385791], [3.515723, -0.508620, 0.263926], [3.780647, 1.619713, -1.458991], [3.868384, 1.695510, 0.278252], [1.878572, 2.708904, 0.592318], [2.323460, 3.389025, -0.941294], [1.223923, 4.083071, -3.052999], [-0.489135, 1.257838, -4.187326], [-3.626501, 1.137567, -2.696463], [-2.709315, 0.357515, -3.978413], [-2.392452, -1.270407, -1.597228], [-3.191838, -1.696087, -3.096311], [-4.532718, -0.052459, -0.920319], [-5.307797, -0.911478, -2.273914], [-4.125959, -2.101682, 0.102579], [-5.593704, -2.328445, -0.511570], [-2.263719, 0.957276, -0.470127], [-1.607412, 1.517717, 1.329665], [1.230274, 1.630112, 2.307646], [0.659272, 0.118596, 1.571980], [-0.179181, 0.817866, 2.936471], [0.349638, 3.649787, 1.946312], [-0.547996, 3.954241, 0.485243], [-1.506999, 4.874098, 2.634420], [-2.625058, 4.004001, 1.599538], [-2.746215, 3.562891, 4.150154], [-2.645833, 2.099384, 3.185736], [-1.207631, 2.721595, 4.008612], [-5.096237, -6.810186, -0.062168], [-5.547147, -5.375510, -0.233133], [-6.492956, -4.997798, 0.770953], [-5.947564, -7.490674, -0.115777], [-4.376741, -7.093449, -0.832402], [-4.633690, -6.926079, 0.916135], [-6.041894, -5.227102, -1.192514], [-4.690232, -4.699358, -0.188468], [-6.057234, -5.126035, 1.620538], [4.976138, -1.816710, -5.462168], [4.192470, -2.124934, -4.200590], [4.225135, -1.037534, -3.274338], [6.013955, -1.588523, -5.217377], [4.960459, -2.662817, -6.150568], [4.557506, -0.949154, -5.977653], [4.618835, -2.981297, -3.684068], [3.151240, -2.363196, -4.448932], [3.844895, -0.258682, -3.696822], [-4.402685, 2.922263, 7.873763], [-5.187878, 3.579746, 6.755787], [-4.781129, 3.117607, 5.465471], [-3.335072, 3.105820, 7.748531], [-4.710840, 3.307199, 8.846004], [-4.558721, 1.840809, 7.872162], [-5.020816, 4.655545, 6.750027], [-6.259991, 3.406626, 6.888654], [-4.935462, 2.168451, 5.435856], [-2.418365, -5.222661, 4.668572], [-3.433136, -4.959087, 3.572979], [-3.726138, -6.129678, 2.811675], [-1.495020, -5.616004, 4.243346], [-2.189922, -4.309481, 5.219649], [-2.799390, -5.960054, 5.377815], [-3.044656, -4.233840, 2.857573], [-4.355766, -4.552380, 4.002398], [-4.080223, -6.790954, 3.416259], [6.546782, -3.802300, -1.088020], [6.646125, -2.404864, -0.504578], [7.047134, -1.440092, -1.471151], [7.503703, -4.102400, -1.515321], [6.264247, -4.527231, -0.322820], [5.800084, -3.842240, -1.884788], [7.400350, -2.370536, 0.280747], [5.685631, -2.111107, -0.063267], [6.378017, -1.434628, -2.167470], [2.357083, -7.023901, -3.350035], [2.939019, -5.672285, -2.983728], [4.182754, -5.424455, -3.633128], [3.058602, -7.818675, -3.097467], [1.420043, -7.203439, -2.821461], [2.159333, -7.082127, -4.422871], [3.149088, -5.621782, -1.916015], [2.227942, -4.872923, -3.225593], [4.032809, -5.455817, -4.583368], [-4.560635, 8.102441, 1.554920], [-3.637613, 6.900596, 1.540383], [-3.186117, 6.577440, 0.223197], [-5.426456, 7.923455, 0.917544], [-4.908691, 8.314691, 2.566067], [-4.046826, 8.989953, 1.178947], [-4.156782, 6.014418, 1.903573], [-2.771246, 7.073419, 2.188266], [-2.716373, 7.343563, -0.120479], [7.070547, 4.731717, -2.070145], [6.688072, 4.200225, -0.702466], [5.881695, 3.024380, -0.785818], [6.177991, 4.951404, -2.657362], [7.664544, 5.641996, -1.983647], [7.657989, 3.993566, -2.620262], [6.090802, 4.931825, -0.159254], [7.584232, 3.991605, -0.110442], [6.394620, 2.350804, -1.246354]], "forces_ev_per_a": [[0.2, -0.1, 0.1], [-0.2, -0.3, 0.3], [0.1, 0.1, 0.0], [0.3, 0.2, -0.1], [-0.3, -0.1, 0.0], [0.3, 0.2, -0.2], [-0.3, 0.1, 0.2], [0.2, -0.2, 0.1], [0.3, 0.0, 0.0], [0.0, 0.1, 0.2], [0.0, -0.3, 0.0], [-0.1, 0.2, 0.2], [0.4, -0.2, 0.0], [-0.3, 0.3, 0.0], [0.0, 0.0, -0.3], [-0.5, -0.4, 0.0], [0.3, 0.2, 0.0], [-0.2, -0.1, 0.3], [0.0, -0.1, 0.1], [0.2, -0.1, -0.1], [0.1, 0.2, -0.1], [0.0, 0.1, -0.1], [-0.1, 0.0, 0.0], [0.0, -0.1, 0.0], [0.0, 0.1, 0.0], [0.2, 0.2, -0.1], [-0.2, 0.0, -0.1], [0.1, 0.0, 0.1], [-0.1, 0.0, 0.0], [0.0, 0.0, 0.0], [0.0, 0.1, 0.0], [0.0, 0.1, -0.1], [0.1, -0.1, -0.1], [0.0, -0.1, 0.0], [-0.2, 0.1, -0.1], [-0.1, 0.1, 0.1], [0.1, -0.1, 0.0], [0.0, -0.2, -0.1], [0.0, 0.0, 0.1], [-0.1, 0.0, -0.1], [0.1, 0.0, -0.1], [0.0, 0.0, 0.0], [0.0, 0.0, 0.0], [0.0, -0.1, 0.0], [-0.1, 0.1, 0.0], [-0.1, 0.1, -0.1], [-0.1, 0.0, 0.1], [-0.1, -0.1, 0.1], [0.0, -0.1, 0.0], [0.0, 0.0, 0.1], [-0.2, -0.1, 0.0], [0.1, -0.1, 0.2], [0.0, 0.1, -0.1], [0.0, 0.0, -0.1], [0.0, 0.0, 0.0], [0.1, 0.0, -0.1], [0.0, 0.0, 0.0], [0.1, 0.0, -0.1], [0.0, -0.1, 0.0], [0.0, 0.1, 0.1], [0.0, 0.2, -0.1], [0.1, -0.1, 0.1], [0.0, 0.0, 0.0], [0.0, 0.0, 0.0], [0.0, 0.0, 0.0], [-0.1, 0.0, 0.0], [0.0, -0.1, 0.0], [0.0, 0.0, 0.0], [0.1, 0.0, -0.1], [0.0, -0.1, 0.0], [0.0, 0.0, 0.1], [0.0, 0.0, 0.0], [0.0, 0.0, 0.0], [0.0, 0.0, 0.0], [0.0, 0.0, 0.0], [0.0, 0.1, 0.0], [0.0, 0.0, 0.0], [0.0, -0.1, -0.1], [0.0, -0.1, 0.1], [0.0, 0.2, 0.2], [0.0, 0.0, 0.0], [0.0, 0.0, 0.0], [0.0, 0.0, 0.0], [0.0, 0.0, 0.0], [0.0, 0.1, 0.0], [0.0, -0.1, 0.0], [0.0, 0.1, -0.1], [-0.1, 0.0, -0.1], [-0.1, 0.0, 0.0], [0.0, 0.0, 0.0], [0.0, 0.0, 0.0], [0.0, 0.0, 0.0], [0.0, 0.0, 0.0], [0.0, 0.0, 0.1], [0.0, 0.1, 0.0], [0.1, 0.0, 0.0], [0.0, 0.0, -0.1], [0.0, 0.0, 0.0], [0.0, 0.0, 0.0], [0.0, 0.0, 0.0], [0.0, 0.0, 0.0], [0.0, 0.0, 0.0], [0.0, 0.0, 0.1], [0.0, -0.1, 0.0], [0.0, 0.0, -0.1], [0.1, 0.1, -0.1], [0.0, -0.1, 0.1], [0.0, 0.0, 0.0], [0.0, 0.0, 0.0], [0.0, 0.0, 0.0], [0.0, 0.0, 0.0], [-0.1, 0.0, 0.1], [0.0, 0.0, 0.0], [-0.1, -0.1, 0.0], [0.1, -0.1, -0.1], [0.0, 0.1, 0.0], [0.0, 0.0, 0.0], [0.0, 0.0, 0.0], [0.0, 0.0, 0.0], [0.0, 0.0, 0.0], [0.0, 0.1, 0.0], [0.0, -0.1, 0.0]], "lowdin_charge": [-0.065, -0.195, -0.104, -0.093, -0.023, -0.465, 0.167, 0.164, 0.092, -0.180, -0.105, -0.176, -0.293, 0.007, 0.210, -0.096, -0.275, -0.023, -0.151, -0.238, -0.093, 0.047, 0.054, 0.075, 0.091, 0.104, 0.097, 0.129, 0.131, 0.149, 0.132, 0.124, 0.109, 0.118, 0.103, 0.123, 0.071, 0.078, 0.171, 0.122, 0.088, 0.074, 0.082, 0.116, 0.118, 0.106, 0.104, 0.058, 0.072, 0.079, -0.086, -0.332, -0.089, 0.079, 0.077, 0.042, 0.110, 0.080, 0.062, -0.073, -0.306, -0.103, 0.079, 0.075, 0.075, 0.080, 0.111, 0.047, -0.091, -0.313, -0.101, 0.074, 0.077, 0.072, 0.112, 0.110, 0.079, -0.088, -0.323, -0.095, 0.078, 0.074, 0.076, 0.107, 0.109, 0.093, -0.078, -0.319, -0.086, 0.080, 0.076, 0.049, 0.110, 0.096, 0.050, -0.089, -0.325, -0.096, 0.079, 0.075, 0.074, 0.111, 0.103, 0.084, -0.086, -0.337, -0.096, 0.079, 0.078, 0.075, 0.106, 0.104, 0.079, -0.089, -0.312, -0.097, 0.072, 0.076, 0.075, 0.109, 0.111, 0.087]}